## a
This record from OMol25 describes C18H28N2O3S in the gas phase. The level of theory is ωB97M-V with the def2-TZVPD basis set.

```
52
Properties=species:S:1:pos:R:3
C -2.15 -3.90 0.02
C -3.61 -3.61 0.31
C -3.84 -2.19 0.85
C -3.57 -1.10 -0.17
S -1.81 -0.62 -0.23
O -1.18 -0.93 1.02
O -1.21 -1.12 -1.44
N -1.80 1.02 -0.34
C -2.01 1.70 -1.59
C -1.11 2.93 -1.66
C -1.34 3.83 -0.45
C -1.12 3.02 0.85
C 0.37 2.69 0.95
O 1.20 3.57 0.83
N 0.69 1.41 1.19
C 2.06 0.93 1.12
C 2.31 0.22 -0.22
C 3.67 -0.42 -0.22
C 3.83 -1.75 0.15
C 5.09 -2.33 0.19
C 6.20 -1.58 -0.14
C 6.06 -0.25 -0.51
C 4.80 0.32 -0.54
C -2.07 1.82 0.83
H -2.03 -4.93 -0.30
H -1.55 -3.74 0.91
H -1.77 -3.25 -0.76
H -3.98 -4.32 1.06
H -4.21 -3.75 -0.59
H -3.19 -2.02 1.71
H -4.88 -2.11 1.19
H -3.83 -1.41 -1.18
H -4.10 -0.19 0.08
H -3.07 1.99 -1.69
H -1.76 0.98 -2.38
H -0.07 2.61 -1.68
H -1.32 3.48 -2.58
H -2.35 4.23 -0.47
H -0.63 4.66 -0.47
H -1.36 3.66 1.70
H 0.00 0.67 1.18
H 2.72 1.80 1.22
H 2.24 0.24 1.95
H 1.54 -0.54 -0.36
H 2.24 0.95 -1.03
H 2.96 -2.34 0.41
H 5.20 -3.36 0.48
H 7.19 -2.03 -0.11
H 6.93 0.34 -0.77
H 4.69 1.36 -0.83
H -3.11 2.19 0.81
H -1.95 1.19 1.71
```

For the frontier orbital gap, the calculation gives 0.33995 Ha. The SMILES is CCCCS(=O)(=O)N1CCC[C@H](C(=O)NCCc2ccccc2)C1. As for the total charge: 0. The calculation puts the highest occupied orbital energy at -8.81 eV. As for the LUMO energy: 0.4 eV. Its spin multiplicity is 1.

## b
This record from OMol25 describes C18H28N2O3S as an isolated structure. The level of theory is ωB97M-V with the def2-TZVPD basis set.

```
52
Properties=species:S:1:pos:R:3
C 5.84 0.35 -2.04
C 4.34 -0.02 -1.73
C 3.76 -1.20 -2.41
C 2.62 -1.57 -2.11
C 1.88 -0.69 -1.22
C 2.49 0.23 -0.58
C 3.85 0.61 -0.77
C 4.18 1.96 -0.33
H 5.09 1.70 0.27
H 4.48 2.67 -0.92
H 3.42 2.17 0.28
H 1.80 0.79 -0.13
N 0.61 -1.19 -0.92
S -0.43 -1.83 -2.33
O -1.78 -1.63 -2.00
O 0.21 -3.06 -2.81
C -0.02 -0.37 -3.38
H -0.28 0.47 -3.01
H -0.86 -0.69 -4.43
H 1.01 -0.59 -3.77
C -0.06 -1.00 0.20
C -0.84 -2.45 0.70
H -1.95 -2.33 0.20
H -0.99 -2.47 1.84
H -0.59 -3.10 0.13
C -0.95 0.25 0.12
O -0.81 0.91 -0.88
N -1.58 0.72 1.07
C -1.34 0.28 2.59
H -0.70 -0.45 2.76
C -2.92 -0.17 2.85
C -3.86 1.09 2.68
C -5.32 0.47 3.10
H -5.25 0.25 4.18
H -5.51 -0.27 2.47
H -6.11 1.16 2.90
C -3.87 1.62 1.21
C -2.31 1.71 1.12
H -2.30 2.17 -0.11
H -1.99 2.58 1.52
H -4.46 2.28 1.36
H -3.95 0.45 0.67
H -3.50 1.81 3.42
H -2.72 -0.39 4.06
H -3.09 -0.99 2.19
H -1.28 1.27 3.27
H 0.71 -0.86 1.15
H 2.22 -2.42 -2.44
H 4.45 -1.71 -3.23
H 6.57 0.34 -1.29
H 6.28 -0.27 -2.88
H 5.81 1.42 -2.60
```

For the frontier orbital gap, the calculation gives 0.31718 Ha. As for the total charge: 0. The calculation puts the highest occupied orbital energy at -7.97 eV. As for the LUMO energy: 0.7 eV. Its spin multiplicity is 1.

Order from most stable to least stable according to the calculation: a, b

## a
This record from OMol25 describes C2HN3 in the gas phase. The level of theory is ωB97M-V with the def2-TZVPD basis set.

```
6
Properties=species:S:1:pos:R:3
C 1.10 0.16 -0.17
C -0.92 -1.47 -0.02
N 0.18 0.89 0.01
N -1.39 -0.39 0.08
N -1.07 0.91 0.05
H 2.10 -0.09 0.05
```

For the frontier orbital gap, the calculation gives 0.29164 Ha. As for the total charge: 0. The calculation puts the highest occupied orbital energy at -9.49 eV. As for the LUMO energy: -1.6 eV. Its spin multiplicity is 1.

## b
This record from OMol25 describes C2HN3 in the gas phase. The level of theory is ωB97M-V with the def2-TZVPD basis set.

```
6
Properties=species:S:1:pos:R:3
N -2.36 -0.44 0.09
C -1.17 -0.14 0.22
N 0.15 -0.29 0.17
C 1.14 0.67 -0.24
N 1.95 1.44 -0.65
H 0.30 -1.24 0.41
```

For the frontier orbital gap, the calculation gives 0.39494 Ha. The SMILES is N#CNC#N. As for the total charge: 0. The calculation puts the highest occupied orbital energy at -10.80 eV. As for the LUMO energy: -0.1 eV. Its spin multiplicity is 1.

## c
This record from OMol25 describes C2HN3 in the gas phase. The level of theory is ωB97M-V with the def2-TZVPD basis set.

```
6
Properties=species:S:1:pos:R:3
N -2.22 -0.71 0.00
C -1.17 -0.21 0.00
N 0.00 0.44 -0.01
C 1.16 -0.23 0.01
N 2.20 -0.71 -0.01
H 0.02 1.41 0.00
```

For the frontier orbital gap, the calculation gives 0.40911 Ha. The SMILES is N#CNC#N. As for the total charge: 0. The calculation puts the highest occupied orbital energy at -10.99 eV. As for the LUMO energy: 0.1 eV. Its spin multiplicity is 1.

Order from most stable to least stable according to the calculation: c, b, a

## a
This record from OMol25 describes a 3-piece molecular cluster, C2H10O3 overall. The level of theory is ωB97M-V with the def2-TZVPD basis set.

```
15
Properties=species:S:1:pos:R:3
C 0.60 -1.77 0.38
C 1.04 -1.54 -1.07
O 1.88 -0.36 -1.38
H -0.41 -2.04 0.65
H 1.33 -2.51 0.70
H 0.79 -0.97 1.11
H 0.21 -1.18 -1.67
H 1.70 -2.32 -1.40
H 1.41 0.45 -1.20
O -1.02 2.52 -0.44
H -0.66 2.61 -1.31
H -1.36 1.67 -0.63
O -2.06 1.75 1.90
H -1.87 1.15 2.62
H -1.58 2.54 1.74
```

For the frontier orbital gap, the calculation gives 0.39051 Ha. The SMILES is CCO.O.O. As for the total charge: 0. The calculation puts the highest occupied orbital energy at -10.17 eV. As for the LUMO energy: 0.5 eV. Its spin multiplicity is 1.

## b
This record from OMol25 describes a 4-piece molecular cluster, C2H10O3 overall. The level of theory is ωB97M-V with the def2-TZVPD basis set.

```
15
Properties=species:S:1:pos:R:3
C 1.66 -1.66 -0.44
C 0.49 -2.25 -0.55
H 1.73 -0.59 -0.30
H 2.62 -2.12 -0.66
H -0.48 -1.86 -0.28
H 0.38 -3.33 -0.56
O -1.32 1.89 0.51
H -1.77 1.23 -0.04
H -0.56 2.15 -0.02
O 1.01 1.51 1.96
H 1.16 0.68 2.42
H 0.08 1.43 1.65
O -1.42 -0.06 -1.53
H -2.06 -0.68 -1.88
H -0.56 -0.13 -1.95
```

For the frontier orbital gap, the calculation gives 0.40438 Ha. The SMILES is C=C.O.O.O. As for the total charge: 0. The calculation puts the highest occupied orbital energy at -10.52 eV. As for the LUMO energy: 0.5 eV. Its spin multiplicity is 1.

Order from most stable to least stable according to the calculation: b, a

## a
This record from OMol25 describes a 2-piece molecular cluster, C10H17N overall. The level of theory is ωB97M-V with the def2-TZVPD basis set.

```
28
Properties=species:S:1:pos:R:3
C -0.44 -2.72 0.39
C -0.22 -3.11 1.79
C -0.36 -4.50 2.07
C -1.23 -2.47 2.91
C 1.18 -2.71 2.17
H 0.48 -3.08 -0.28
H -1.44 -3.07 0.02
H -0.35 -1.66 0.37
H -0.45 -5.14 3.01
H -1.34 -4.80 1.59
H 0.43 -5.07 1.59
H -0.81 -2.48 3.92
H -2.22 -3.08 2.92
H -1.23 -1.34 2.67
H 1.20 -1.69 2.32
H 1.34 -3.15 3.04
H 1.72 -2.92 1.15
C 0.46 2.75 -0.52
C 1.45 2.82 -1.44
C 1.20 3.24 -2.66
N -0.02 3.41 -3.24
C -1.00 3.39 -2.43
C -0.84 3.08 -1.06
H 0.55 2.40 0.51
H 2.41 2.49 -1.08
H 2.14 3.40 -3.21
H -1.98 3.54 -2.89
H -1.50 3.17 -0.27
```

For the frontier orbital gap, the calculation gives 0.37448 Ha. The SMILES is CC(C)(C)C.c1ccncc1. As for the total charge: 0. The calculation puts the highest occupied orbital energy at -9.60 eV. As for the LUMO energy: 0.6 eV. Its spin multiplicity is 1.

## b
This record from OMol25 describes C10H17N in the gas phase. The level of theory is ωB97M-V with the def2-TZVPD basis set.

```
28
Properties=species:S:1:pos:R:3
N -2.73 0.06 0.16
C -1.21 0.08 0.02
C -0.71 -1.11 -0.67
C 0.68 -1.19 -0.87
C 0.98 0.15 -1.55
C 0.73 1.35 -0.60
C 1.35 1.20 0.87
C 0.87 -0.13 1.38
C 1.33 -1.26 0.49
C -0.69 -0.20 1.47
C -0.81 1.48 -0.45
H -3.33 0.28 -0.59
H -2.82 -0.92 0.51
H -1.20 -1.91 -0.02
H -1.26 -1.45 -1.69
H 0.83 -2.18 -1.46
H 0.33 0.25 -2.56
H 2.07 0.19 -2.00
H 1.22 2.24 -1.04
H 2.51 1.10 0.65
H 1.13 2.23 1.36
H 1.42 -0.28 2.33
H 1.13 -2.35 0.85
H 2.38 -1.14 0.33
H -0.85 -1.13 1.84
H -0.97 0.55 2.23
H -1.35 1.84 -1.38
H -1.04 2.26 0.37
```

For the frontier orbital gap, the calculation gives 0.36070 Ha. The SMILES is N[C@]12C[C@H]3C[C@H](C[C@H](C3)C1)C2. As for the total charge: 0. The calculation puts the highest occupied orbital energy at -8.99 eV. As for the LUMO energy: 0.8 eV. Its spin multiplicity is 1.

Order from most stable to least stable according to the calculation: b, a

## a
This record from OMol25 describes a 2-piece molecular cluster, C5H7F overall. The level of theory is ωB97M-V with the def2-TZVPD basis set.

```
13
Properties=species:S:1:pos:R:3
C -1.36 0.46 1.40
C -1.51 -0.03 0.22
C 0.98 -1.97 -1.45
C 0.41 -0.91 -0.78
C 1.22 0.33 -0.56
F 2.23 -1.89 -1.94
H -0.44 0.43 1.95
H -2.18 0.97 1.91
H -2.28 -0.16 -0.51
H 0.51 -2.91 -1.67
H 2.27 0.16 -0.79
H 1.15 0.64 0.48
H 0.86 1.15 -1.18
```

For the frontier orbital gap (spin up / spin down), the calculation gives 0.34014 / 0.34011 Ha. As for the total charge: 0. The calculation puts the highest occupied orbital energy (spin up / spin down) at -9.05 / -9.05 eV. As for the LUMO energy (spin up / spin down): 0.2 / 0.2 eV. Its spin multiplicity is 1.

## b
This record from OMol25 describes C5H7F in the gas phase. The level of theory is ωB97M-V with the def2-TZVPD basis set.

```
13
Properties=species:S:1:pos:R:3
C -0.26 -1.92 1.86
C 0.07 -0.97 1.18
C 0.18 0.22 0.38
C 1.03 0.16 -0.82
C -1.63 0.77 0.34
F -1.86 1.16 1.57
H -0.21 -2.63 2.57
H 0.48 1.09 1.03
H 0.89 -0.62 -1.62
H 1.00 1.08 -1.37
H 2.20 0.16 -0.56
H -1.71 1.59 -0.48
H -2.27 -0.15 0.12
```

For the frontier orbital gap, the calculation gives 0.37867 Ha. The SMILES is C#C[C@@H](C)CF. As for the total charge: 0. The calculation puts the highest occupied orbital energy at -9.29 eV. As for the LUMO energy: 1.0 eV. Its spin multiplicity is 1.

Order from most stable to least stable according to the calculation: b, a

## a
This record from OMol25 describes C2H2O2S2 in the gas phase. The level of theory is ωB97M-V with the def2-TZVPD basis set.

```
8
Properties=species:S:1:pos:R:3
O -1.27 -1.09 -0.58
C -0.13 -0.83 -0.39
S 1.40 -1.43 -0.99
C 0.12 0.51 0.51
O 1.12 0.66 1.11
S -1.27 1.61 0.73
H 1.96 -0.59 -0.08
H -1.93 1.16 -0.31
```

For the frontier orbital gap, the calculation gives 0.35095 Ha. The SMILES is O=C(S)C(=O)S. As for the total charge: 0. The calculation puts the highest occupied orbital energy at -9.85 eV. As for the LUMO energy: -0.3 eV. Its spin multiplicity is 1.

## b
This record from OMol25 describes a 2-piece molecular cluster, C2H2O2S2 overall. The level of theory is ωB97M-V with the def2-TZVPD basis set.

```
8
Properties=species:S:1:pos:R:3
C 0.31 -1.44 0.12
C -0.04 -0.67 1.12
O 3.30 -0.75 -1.41
O 0.77 -2.14 -0.65
S 3.76 -0.53 -0.08
S 3.81 1.35 0.43
H -0.02 0.40 1.08
H -0.34 -1.29 2.00
```

For the frontier orbital gap, the calculation gives 0.27484 Ha. As for the total charge: 0. The calculation puts the highest occupied orbital energy at -9.41 eV. As for the LUMO energy: -1.9 eV. Its spin multiplicity is 1.

## c
This record from OMol25 describes C2H2O2S2 in the gas phase. The level of theory is ωB97M-V with the def2-TZVPD basis set.

```
8
Properties=species:S:1:pos:R:3
O 1.75 -0.49 -1.20
C 0.74 -0.07 -0.74
S -0.19 1.25 -1.82
C 0.16 -0.56 0.68
O -1.16 -0.16 0.78
S 1.23 -1.36 1.61
H -1.01 2.09 -0.77
H -1.51 -0.71 1.46
```

For the frontier orbital gap, the calculation gives 0.31333 Ha. The SMILES is O=C(S)C(O)=S. As for the total charge: 0. The calculation puts the highest occupied orbital energy at -9.66 eV. As for the LUMO energy: -1.1 eV. Its spin multiplicity is 1.

## d
This record from OMol25 describes C2H2O2S2 in the gas phase. The level of theory is ωB97M-V with the def2-TZVPD basis set.

```
8
Properties=species:S:1:pos:R:3
C -2.06 -0.39 -0.47
C -0.91 -0.69 -0.39
O 0.36 -0.95 -0.23
S 1.24 0.36 0.25
O 0.93 1.48 -0.58
S 3.02 -0.17 0.58
H -3.09 -0.21 -0.61
H 0.51 0.58 1.44
```

For the frontier orbital gap, the calculation gives 0.38739 Ha. The SMILES is C#CO[S@H](=O)=S. As for the total charge: 0. The calculation puts the highest occupied orbital energy at -10.27 eV. As for the LUMO energy: 0.3 eV. Its spin multiplicity is 1.

Order from most stable to least stable according to the calculation: a, c, b, d